Record 1
# C46H41N3OP2Rh

A structure of composition C46H41N3OP2Rh in a non-equilibrium geometry (wB97M-V/def2-TZVPD, the Open Molecules 2025 dataset).

```
94
Properties=species:S:1:pos:R:3:lowdin_charge:R:1
Rh 0.915 -1.264 1.301 0.89
P -2.543 2.236 -0.220 0.96
P 2.211 -2.921 -0.203 1.06
O -1.714 -1.883 -1.777 0.01
N -1.972 0.821 0.457 -0.08
N -0.283 0.655 2.268 -0.26
N 0.291 -1.135 -0.794 -0.04
C 1.582 -0.713 -4.189 -0.10
C -4.005 4.757 2.606 -0.13
C 4.284 -5.987 -3.031 -0.11
C -3.601 3.057 0.903 -0.33
C 3.577 -2.043 0.620 -0.44
C 0.000 -2.788 5.793 -0.12
C -5.042 0.188 -2.692 -0.08
C -5.840 3.416 1.798 -0.13
C -3.131 4.074 1.789 -0.16
C -0.503 -1.765 -1.692 -0.53
C -1.259 4.720 -0.708 -0.08
C 2.456 -0.561 -1.900 -0.07
C 1.539 -1.657 -1.450 -0.53
C 5.807 -1.577 1.366 -0.12
C 3.922 -3.702 -2.358 -0.09
C -0.243 0.350 3.706 -0.18
C 0.781 -1.745 -3.923 -0.05
C 0.762 4.833 -2.027 -0.09
C 0.329 1.952 1.987 -0.07
C 3.035 -0.997 1.397 -0.26
C 3.465 -6.418 -1.998 -0.10
C -3.372 1.618 -1.695 -0.27
C 4.511 -4.626 -3.209 -0.09
C -3.277 2.318 -2.901 -0.07
C -5.373 4.456 2.615 -0.14
C 2.869 -5.488 -1.151 -0.11
C 3.087 -4.122 -1.319 -0.37
C 0.155 -2.080 3.061 -0.21
C -4.042 1.943 -3.991 -0.08
C 3.945 -0.234 2.127 -0.14
C 0.362 -3.395 3.495 -0.14
C -1.700 0.648 1.863 -0.24
C 0.768 3.449 -2.132 -0.07
C -1.249 3.323 -0.788 -0.31
C 5.310 -0.518 2.112 -0.12
C 0.288 -3.754 4.834 -0.12
C 4.932 -2.353 0.607 -0.10
C -4.934 0.879 -3.888 -0.09
C 2.441 -0.119 -3.160 -0.11
C -0.259 5.462 -1.314 -0.09
C -4.265 0.550 -1.601 -0.09
C -0.133 -1.125 4.045 -0.26
C -0.223 2.697 -1.520 -0.10
C -0.211 -1.478 5.392 -0.08
C -4.988 2.722 0.968 -0.11
C 0.667 -2.321 -2.557 -0.17
H 0.393 2.102 0.915 0.06
H -0.281 6.544 -1.249 0.10
H -2.065 5.226 -0.196 0.10
H 5.304 -3.187 0.021 0.09
H 4.743 -6.706 -3.699 0.09
H 3.595 0.595 2.736 0.07
H 1.538 5.421 -2.501 0.10
H -5.531 0.585 -4.743 0.10
H -0.212 1.613 -1.603 0.10
H 6.867 -1.803 1.373 0.09
H -2.209 1.460 2.395 0.11
H 3.285 -7.477 -1.856 0.10
H 0.589 -4.161 2.759 0.07
H -3.621 5.522 3.271 0.09
H 3.102 -0.112 -1.155 0.10
H -6.052 4.992 3.266 0.08
H 2.217 -5.822 -0.352 0.09
H 0.462 -4.783 5.134 0.09
H -0.426 -0.716 6.138 0.10
H -0.248 2.782 2.426 0.09
H 0.666 -3.414 -2.574 0.13
H -2.597 3.155 -2.988 0.10
H 0.634 0.846 4.126 0.12
H 5.993 0.092 2.697 0.09
H -1.120 0.792 4.203 0.12
H -3.947 2.480 -4.926 0.10
H -2.126 -0.298 2.199 0.13
H -0.046 -3.050 6.844 0.09
H -4.306 -0.035 -0.692 0.11
H -5.379 1.929 0.347 0.08
H 3.091 0.700 -3.451 0.09
H 1.555 2.948 -2.684 0.10
H -5.718 -0.654 -2.609 0.10
H -1.683 0.055 -0.144 0.07
H -2.070 4.290 1.848 0.08
H 1.621 -0.293 -5.189 0.09
H 0.154 -2.172 -4.700 0.11
H 4.104 -2.643 -2.502 0.10
H 1.341 1.969 2.390 0.08
H 5.149 -4.284 -4.016 0.10
H -6.891 3.152 1.819 0.09
```

**E_HOMO (alpha / beta)**: -1.9872 / -5.1502 eV
**Spin multiplicity**: 5
**Orbital gap (alpha / beta)**: 4.52 / 7.67 eV
**Total charge**: -1

Record 2
# C3H5N6

The ion C3H5N6 with charge +1 in a non-equilibrium geometry (wB97M-V/def2-TZVPD, the Open Molecules 2025 dataset).

```
14
Properties=species:S:1:pos:R:3:lowdin_charge:R:1
N 1.048 -0.428 -0.615 0.07
N 0.982 1.253 1.162 0.23
N 1.394 0.023 0.738 -0.04
N -1.407 -2.399 0.703 0.23
N -3.162 1.463 0.197 0.28
N -1.050 0.682 -0.685 0.15
C -0.386 -0.546 -0.825 -0.36
C -2.166 1.033 -0.233 -0.29
C -0.947 -1.614 0.019 -0.15
H 2.433 -0.088 0.780 0.22
H -0.492 -0.893 -1.875 0.19
H 1.468 0.185 -1.313 0.15
H 1.287 2.008 0.546 0.10
H 0.996 -0.678 1.400 0.19
```

**E_HOMO (alpha / beta)**: -15.3937 / -15.0170 eV
**Orbital gap (alpha / beta)**: 7.94 / 7.94 eV
**Relative energy (zero: lowest compared OMol25 entry of this formula, charge and spin)**: 455.4 kJ/mol
**Total charge**: +1

Record 3
# C12H11N6O4Pt

A structure of composition C12H11N6O4Pt (wB97M-V/def2-TZVPD, the Open Molecules 2025 dataset).

```
34
Properties=species:S:1:pos:R:3:lowdin_charge:R:1
Pt -0.294 -0.194 -0.249 1.38
O 1.630 -0.353 0.527 -0.13
O 3.485 -1.583 0.632 0.17
O 4.306 -3.717 -0.222 0.27
O 3.592 -5.319 -1.534 0.41
N -1.665 3.575 1.363 0.20
N 1.060 -4.038 -1.922 0.23
N -3.926 2.171 -0.492 0.19
N 0.398 -2.141 -1.094 0.03
N -2.379 0.593 -0.727 -0.01
N -0.505 1.765 0.816 0.00
C -0.472 3.675 1.962 0.10
C 2.342 -1.386 0.238 -0.48
C -3.455 0.238 -1.424 -0.01
C 0.042 -3.167 -1.868 -0.28
C -2.661 1.792 -0.144 -0.20
C 1.666 -2.371 -0.652 -0.11
C 3.407 -4.194 -0.936 -0.32
C -1.249 -3.355 -2.569 0.05
C -1.691 2.403 0.656 -0.19
C 2.109 -3.559 -1.154 -0.04
C -4.448 1.228 -1.287 0.08
C 0.256 2.510 1.601 0.02
H 1.259 2.233 1.891 0.15
H -2.400 4.268 1.441 0.20
H -3.523 -0.673 -1.995 0.13
H 1.048 -4.905 -2.443 0.20
H -1.902 -2.512 -2.364 0.06
H -1.096 -3.428 -3.646 0.12
H -5.443 1.289 -1.701 0.17
H -1.740 -4.269 -2.235 0.12
H -4.415 3.014 -0.214 0.20
H 4.017 -2.767 0.230 0.10
H -0.191 4.512 2.585 0.17
```

**E_HOMO (alpha / beta)**: -18.0806 / -19.3826 eV
**Spin multiplicity**: 5
**Orbital gap (alpha / beta)**: 7.59 / 6.05 eV
**Relative energy (zero: lowest compared OMol25 entry of this formula, charge and spin)**: 69.6 kJ/mol
**Total charge**: +3

Record 4
# C4H15NO3

A cluster of 4 separate species, C4H15NO3 in total in a non-equilibrium geometry (wB97M-V/def2-TZVPD, the Open Molecules 2025 dataset).

```
23
Properties=species:S:1:pos:R:3:lowdin_charge:R:1
O 0.468 2.293 1.902 -0.12
O -0.840 1.014 -1.712 -0.12
O -1.758 -1.163 -0.771 -0.22
N -0.015 -1.589 1.282 0.17
C -1.581 1.812 -0.708 -0.06
C 0.768 -0.388 1.121 -0.22
C 1.834 -0.646 -0.004 -0.16
C 1.220 -1.083 -1.369 -0.09
H -1.168 0.033 -1.435 0.02
H 0.351 -1.843 -1.199 0.10
H -0.895 1.808 0.319 0.12
H 2.672 -1.213 0.331 0.09
H -0.171 -1.817 2.167 0.04
H 0.234 0.531 0.932 0.06
H -1.756 2.803 -1.046 0.07
H -0.948 -1.460 0.869 0.06
H 1.279 -0.155 2.060 0.12
H -2.479 -1.525 -1.200 -0.05
H 1.933 -1.383 -2.064 0.05
H 0.739 -0.230 -1.737 0.02
H -2.432 1.338 -0.312 0.06
H 2.220 0.371 -0.226 0.12
H 0.324 2.491 2.803 -0.05
```

**E_HOMO**: -9.3191 eV
**Orbital gap**: 4.00 eV
**Relative energy (zero: lowest compared OMol25 entry of this formula, charge and spin)**: 1014.6 kJ/mol
**Total charge**: 0

| no. | total energy (eV) |
| --- | --- |
| 1 | -76468.071 |
| 2 | -12118.151 |
| 3 | -32968.583 |
| 4 | -12013.703 |